Entry 1:
The following is a DFT calculation (the ωB97M-V functional and the def2-TZVPD basis) of a cluster of 3 separate species, C6H15O4 in total.

Positions of all 25 atoms, in Å:
O -0.788649 -1.064611 2.944557
O -3.121567 1.826430 0.023395
O -2.194011 -0.137114 -0.667699
O -1.926279 -3.120984 -0.296829
C -2.182023 1.062161 -0.261623
C 1.261965 0.158819 -0.090874
C 0.408129 1.360786 -0.593048
C 0.864599 -1.057499 -1.066437
C -0.858150 1.708396 0.187526
C 2.630288 0.608574 0.056698
H -0.903978 2.842838 0.032585
H -0.809614 -0.263851 2.498644
H 1.117634 2.110890 -0.873566
H -0.693339 1.385438 1.185064
H 1.442454 -1.927652 -1.097425
H 0.866186 0.157787 0.943103
H -2.666166 -2.507910 -0.157012
H 2.694327 1.538371 0.590696
H -0.174282 -1.335619 -0.860304
H 0.861577 -0.640671 -2.126635
H -1.316127 -1.754413 2.425981
H -1.337260 -2.523988 -0.732833
H 3.338646 -0.095062 0.536283
H 0.279528 1.049211 -1.702367
H 3.206110 0.619672 -0.897879

Forces on atoms 1 to 3 (eV/Å):
O -0.8 -4.0 0.9
O -0.8 -0.4 -0.5
O 0.1 0.6 0.0

Values from the calculation:
relative energy (zero: lowest compared OMol25 entry of this formula, charge and spin) = 121.86 kJ/mol
frontier orbital gap = 7.96 eV
M = 151.2 g mol⁻¹
total charge = -1
E_HOMO = -4.5 eV
multiplicity = 1
LUMO energy = 0.1272 hartree

Löwdin analysis output, partial charges in e:
1 O -0.06
2 O -0.07
3 O -0.08
4 O -0.08
5 C -0.72
6 C -0.41
7 C -0.22
8 C -0.03
9 C -0.12
10 C -0.14
11 H 0.13
12 H -0.05
13 H 0.08
14 H 0.07
15 H 0.03
16 H 0.11
17 H 0.03
18 H 0.07
19 H 0.03
20 H 0.09
21 H 0.08
22 H -0.04
23 H 0.07
24 H 0.12
25 H 0.09



Entry 2:
The following is a DFT calculation (the ωB97M-V functional and the def2-TZVPD basis) of the molecule C17H13N5O3S.

Positions of all 39 atoms, in Å:
S -1.494025 -0.312058 2.286559
O 4.775967 -1.643280 -3.412364
O 0.144508 -3.789753 1.824982
O 4.071275 0.521756 -0.651110
N -2.205689 0.121080 -0.365382
N -1.273476 -1.793313 0.057668
N -2.096556 -0.590510 -1.504565
N 3.345495 -1.947947 -1.695996
N -1.550905 -1.693308 -1.230732
C 2.589417 0.222207 1.168567
C 4.191197 -1.205431 -2.450471
C 1.634269 -0.523523 1.833521
C 0.172245 -2.589483 1.939628
C -4.176038 3.003784 -1.458694
C 1.207559 -1.742610 1.311735
C 1.780658 -2.219958 0.132779
C -1.671433 -0.666351 0.612830
C -2.618706 2.261370 0.719368
C -3.574760 1.760337 -1.441264
C -3.230239 3.502192 0.688396
C -0.854414 -1.918113 2.848790
C -2.799147 1.389791 -0.346500
C 2.729033 -1.474673 -0.538683
C 3.128213 -0.230751 -0.028828
C 4.290393 0.256038 -2.023277
C -4.008762 3.875320 -0.394023
H 2.934914 1.163995 1.563357
H 5.289421 0.630452 -2.257209
H 3.166354 -2.903050 -1.978711
H -4.779694 3.291339 -2.305684
H 1.243275 -0.153562 2.768117
H -0.405355 -1.719914 3.824060
H -2.004674 1.981737 1.560590
H 3.560258 0.816280 -2.630347
H 1.453146 -3.173426 -0.251520
H -4.482741 4.844723 -0.408952
H -1.697330 -2.598776 2.975977
H -3.691457 1.067592 -2.259481
H -3.092196 4.179799 1.516869

Forces on atoms 1 to 3 (eV/Å):
S -0.1 0.1 0.5
O 0.1 0.1 -0.2
O 0.1 0.1 0.1

Values from the calculation:
relative energy (zero: lowest compared OMol25 entry of this formula, charge and spin) = 88.22 kJ/mol
SMILES = O=C1COc2ccc(C(=O)CSc3nnnn3-c3ccccc3)cc2N1
frontier orbital gap = 8.80 eV
M = 367.4 g mol⁻¹
E_HOMO = -8.6 eV
multiplicity = 1
LUMO energy = 0.0084 hartree

Löwdin analysis output, partial charges in e:
1 S 1.01
2 O 0.09
3 O 0.10
4 O 0.00
5 N -0.03
6 N 0.04
7 N 0.05
8 N 0.16
9 N 0.00
10 C 0.02
11 C -0.45
12 C -0.05
13 C -0.46
14 C -0.07
15 C -0.20
16 C 0.05
17 C -0.57
18 C -0.04
19 C -0.01
20 C -0.07
21 C -0.34
22 C -0.19
23 C -0.15
24 C -0.20
25 C -0.06
26 C -0.08
27 H 0.12
28 H 0.14
29 H 0.17
30 H 0.11
31 H 0.09
32 H 0.09
33 H 0.05
34 H 0.15
35 H 0.13
36 H 0.10
37 H 0.09
38 H 0.11
39 H 0.11



Entry 3:
The following is a DFT calculation (the ωB97M-V functional and the def2-TZVPD basis) of a structure of composition C33H26AlF6N3O7PS3.

Positions of all 80 atoms, in Å:
S 1.226793 0.188804 2.843468
S 2.741182 0.119379 0.564749
S -3.414960 -1.775313 0.494823
P -0.466202 -0.432642 -2.456951
Al -0.237968 -0.150545 0.150381
F 0.886630 -2.297902 3.556024
F 2.833794 2.717953 0.909187
F 4.309038 1.914687 -0.458551
F 0.049318 -0.809374 4.885480
F 2.193233 -1.148892 4.843058
F 4.537204 1.628137 1.678082
O -4.101911 -1.866926 -0.752738
O -3.931448 -0.951305 1.544343
O 3.537457 -0.782386 -0.184771
O 1.460593 0.573187 -0.086633
O 1.408052 1.445919 3.483408
O 0.247717 -2.011994 0.437921
O -0.048233 0.028449 2.085278
N -1.824352 -1.336260 0.247871
N 2.445840 -0.380699 2.012898
N -1.424525 1.487564 0.379540
C -2.796267 -1.119061 -3.912339
C -0.919357 3.293790 1.964754
C -2.969379 -3.403034 1.049898
C 0.845595 1.608900 -3.831131
C -4.685757 0.358760 -4.128626
C -0.108364 -2.218264 -2.438022
C -2.150854 -0.191154 -3.099408
C 0.369044 5.205589 1.274221
C -1.593760 -3.571614 0.986951
C 3.675396 1.724671 0.684368
C -0.815539 2.780575 0.685420
C -4.059590 -0.846129 -4.413954
C 0.542441 0.250767 -3.818712
C -0.122099 3.458282 -0.301067
C 1.088230 -1.122473 4.126504
C 0.463006 4.679218 -0.008038
C 1.477010 2.182048 -4.924847
C 1.809083 1.397093 -6.018211
C -0.719911 -4.533780 -2.162568
C -2.771731 1.032042 -2.852298
C 0.619271 -4.884872 -2.085388
C -1.831361 -5.803428 1.736882
C -3.810105 -4.420150 1.446236
C -0.316985 4.509491 2.258486
C -4.031584 1.310097 -3.360664
C -1.086498 -3.203459 -2.332076
C 1.599445 -3.902870 -2.169992
C 0.877348 -0.532979 -4.921345
C 1.238851 -2.577621 -2.345082
C -3.212296 -5.628785 1.794609
C -0.974730 -2.322455 0.535672
C 1.510116 0.041657 -6.013359
C -0.997727 -4.769707 1.329007
H -0.032451 3.028229 -1.287539
H 0.900694 -5.922561 -1.960593
H 1.770368 -0.574794 -6.863817
H -4.494839 2.267429 -3.162814
H -1.404267 -6.757510 2.014411
H -1.487563 -5.294185 -2.091385
H 1.001660 5.214613 -0.778927
H 0.076734 -4.887175 1.273316
H -2.250219 1.819744 -2.317626
H -0.388594 4.910697 3.260172
H 2.645938 -4.166570 -2.091784
H -3.837680 -6.450389 2.117749
H 1.710614 3.238476 -4.920034
H -2.068045 1.576990 -0.405279
H -2.005831 1.211874 1.173261
H -4.882638 -4.288150 1.490575
H 0.588930 2.234540 -2.989070
H -5.673808 0.563029 -4.518792
H -1.455556 2.748230 2.732878
H 0.831419 6.155689 1.504857
H 2.299350 1.840590 -6.874663
H -2.137792 -2.941976 -2.355707
H 0.653843 -1.591557 -4.933310
H -2.317572 -2.053458 -4.171643
H 2.013246 -1.820166 -2.399685
H -4.555532 -1.580225 -5.034997

Forces on atoms 1 to 3 (eV/Å):
S 0.0 -0.1 -0.3
S -0.3 -0.2 0.0
S 0.2 0.0 0.2

Values from the calculation:
relative energy (zero: lowest compared OMol25 entry of this formula, charge and spin) = 0.00 kJ/mol
frontier orbital gap = 8.64 eV
M = 844.7 g mol⁻¹
total charge = +1
E_HOMO = -11.7 eV
multiplicity = 1
LUMO energy = -0.1126 hartree

Löwdin analysis output, partial charges in e:
1 S 0.74
2 S 0.73
3 S 0.69
4 P 1.16
5 Al -0.10
6 F 0.17
7 F 0.17
8 F 0.18
9 F 0.18
10 F 0.19
11 F 0.18
12 O -0.25
13 O -0.26
14 O -0.20
15 O -0.24
16 O -0.20
17 O 0.08
18 O -0.22
19 N -0.01
20 N -0.24
21 N 0.13
22 C -0.08
23 C -0.02
24 C -0.19
25 C -0.08
26 C -0.06
27 C -0.36
28 C -0.34
29 C -0.06
30 C -0.13
31 C -0.67
32 C -0.26
33 C -0.05
34 C -0.33
35 C -0.04
36 C -0.69
37 C -0.06
38 C -0.06
39 C -0.06
40 C -0.06
41 C -0.11
42 C -0.06
43 C -0.03
44 C -0.01
45 C -0.05
46 C -0.06
47 C -0.10
48 C -0.05
49 C -0.07
50 C -0.10
51 C -0.03
52 C -0.42
53 C -0.06
54 C 0.02
55 H 0.09
56 H 0.11
57 H 0.11
58 H 0.11
59 H 0.12
60 H 0.12
61 H 0.12
62 H 0.13
63 H 0.09
64 H 0.12
65 H 0.12
66 H 0.12
67 H 0.11
68 H 0.10
69 H 0.12
70 H 0.13
71 H 0.07
72 H 0.11
73 H 0.13
74 H 0.11
75 H 0.11
76 H 0.09
77 H 0.11
78 H 0.10
79 H 0.11
80 H 0.11



Entry 4:
The following is a DFT calculation (the ωB97M-V functional and the def2-TZVPD basis) of a cluster of 2 separate species, C3H13N2 in total.

Positions of all 18 atoms, in Å:
N -1.759802 1.614277 -0.190672
N 0.204819 -0.344209 0.059659
C 0.060285 -1.715267 -0.507456
C 1.190844 0.473052 -0.744472
C 0.615948 -0.413821 1.527701
H -2.199366 2.179519 0.548026
H 1.078274 -2.207143 -0.468216
H -0.343819 -1.596470 -1.515173
H -0.190943 -1.024397 2.027392
H -0.731613 -2.261618 0.069052
H 0.909637 0.652244 -1.798074
H 0.675921 0.588722 1.938837
H -0.728390 0.222102 0.064256
H 2.195519 -0.036021 -0.674720
H 1.566993 -0.955942 1.554583
H -1.231745 2.150009 -0.864547
H 1.244015 1.456767 -0.359023
H -2.556577 1.218196 -0.667152

Forces on atoms 1 to 3 (eV/Å):
N -0.5 -0.7 1.0
N 0.5 0.6 0.4
C -0.2 -0.1 0.5

Values from the calculation:
relative energy (zero: lowest compared OMol25 entry of this formula, charge and spin) = 74.61 kJ/mol
frontier orbital gap (alpha / beta) = 3.64 / 11.36 eV
M = 77.2 g mol⁻¹
E_HOMO (alpha / beta) = -2.5 / -10.7 eV
<S²> = 0.75
multiplicity = 2
LUMO energy (alpha / beta) = 0.0410 / 0.0256 hartree

Löwdin analysis output, partial charges in e:
1 N -0.10
2 N -0.29
3 C -0.14
4 C -0.14
5 C -0.09
6 H 0.01
7 H 0.11
8 H 0.06
9 H 0.09
10 H 0.08
11 H 0.06
12 H 0.07
13 H 0.08
14 H 0.11
15 H 0.09
16 H -0.02
17 H 0.04
18 H -0.02